{
  "formula": "C5H35NO14",
  "method": "ωB97M-V with the def2-TZVPD basis set",
  "species": ["O", "O", "O", "O", "O", "O", "O", "O", "O", "O", "O", "O", "O", "O", "N", "C", "C", "C", "C", "C", "H", "H", "H", "H", "H", "H", "H", "H", "H", "H", "H", "H", "H", "H", "H", "H", "H", "H", "H", "H", "H", "H", "H", "H", "H", "H", "H", "H", "H", "H", "H", "H", "H", "H", "H"],
  "coordinates": [[-0.021, -1.997, -0.549], [2.616, -0.625, -2.291], [1.943, 1.482, -0.413], [1.102, 2.280, 2.090], [1.978, -1.109, 1.055], [-4.085, -2.234, -2.516], [0.614, -1.790, 4.379], [-1.896, -0.901, 4.498], [0.384, -3.137, -3.017], [2.407, 0.193, 3.383], [-1.118, 1.799, 3.686], [0.867, 3.120, -3.030], [0.927, 0.453, -4.346], [0.085, -3.797, 2.157], [-0.623, 0.057, 0.055], [-0.959, 1.689, -2.361], [-1.048, 2.213, -0.901], [-0.931, -1.204, -0.411], [-1.547, 1.115, 0.055], [-0.473, 2.722, -3.340], [1.555, 1.202, -1.254], [-1.976, 0.036, 4.266], [-3.659, -3.010, -2.133], [1.429, 2.615, -3.633], [-0.799, -3.630, 2.499], [-1.229, 2.595, 4.214], [-1.944, -1.336, -0.802], [-3.392, -1.681, -2.899], [0.020, -3.983, -3.302], [1.543, -0.271, -4.147], [2.642, 0.816, -0.320], [-2.565, 0.867, -0.209], [-0.274, 0.843, -2.276], [-0.171, 2.800, -0.659], [-0.397, 1.994, 3.061], [2.857, 0.287, 4.233], [-1.838, 2.972, -0.895], [-1.806, -1.002, 5.448], [1.593, 1.650, 2.669], [1.195, 1.976, 1.171], [-1.947, 1.362, -2.702], [-0.098, -2.951, -2.195], [0.363, 0.341, 0.264], [0.743, 0.251, -5.276], [1.936, -1.295, -2.143], [1.634, -0.329, 3.686], [3.445, -1.044, -2.033], [1.272, -1.678, 0.738], [0.620, -3.017, 2.375], [-0.986, 3.687, -3.291], [-1.658, 1.599, 1.038], [-0.319, -1.479, 4.253], [-0.568, 2.343, -4.352], [0.520, -2.750, 4.401], [2.038, -1.108, 2.020]],
  "lowdin_spin": [0.22, 0.00, 0.00, 0.00, 0.01, 0.00, 0.00, 0.00, 0.00, 0.00, 0.00, 0.00, 0.00, 0.00, 0.46, 0.02, 0.08, 0.00, 0.12, 0.01, 0.00, 0.00, 0.00, 0.00, 0.00, 0.00, 0.00, 0.00, 0.00, 0.00, 0.00, 0.00, 0.00, 0.00, 0.00, 0.00, 0.00, 0.00, 0.00, 0.00, 0.00, 0.00, 0.00, 0.00, 0.00, 0.00, 0.00, 0.00, 0.00, 0.00, 0.05, 0.00, 0.00, 0.00, 0.00],
  "charge": 1,
  "gap_ev": [9.34, 4.56],
  "spin_multiplicity": 2,
  "e_above_lowest_kj_mol": 228.0,
  "energy_ev": -35900.24746,
  "s_squared": 0.77,
  "lumo_ev": [-3.92, -8.66],
  "homo_energy_ha": [-0.4872, -0.4860]
}